{
  "formula": "C5H15N2O",
  "method": "wB97M-V/def2-TZVPD",
  "energy_ev": -10449.193,
  "homo_lumo_gap_ev": 10.6287,
  "largest_force_ha_per_bohr": 0.0393,
  "homo_energy_ev": -13.55,
  "multiplicity": 1,
  "charge": 1,
  "elements": ["C", "C", "C", "C", "C", "N", "N", "H", "H", "H", "H", "H", "H", "H", "H", "H", "H", "H", "H", "H", "H", "H", "O"],
  "xyz": [[1.8400, -1.8194, -1.0849], [0.7942, -0.8583, -0.5937], [1.2066, 0.2121, 0.3909], [0.0132, 0.8993, 1.1139], [-1.3645, 2.7551, 0.6765], [-0.4344, 2.0014, 0.2764], [0.0440, -0.1903, -1.7352], [1.4954, -2.4725, -1.8854], [2.1059, -2.4481, -0.2287], [2.8241, -1.4036, -1.3179], [0.0098, -1.4092, -0.0646], [1.7124, -0.2826, 1.2314], [1.9195, 0.9225, -0.0238], [-0.7827, 0.2034, 1.3687], [0.4382, 1.2679, 2.0544], [-1.7355, 3.5881, 0.0999], [-1.8320, 2.6118, 1.6574], [-0.4719, 0.6187, -1.3522], [-0.5446, -0.8615, -2.2122], [0.6939, 0.1507, -2.4468], [-1.3439, -2.3329, 1.7771], [-2.7332, -2.0661, 1.0071], [-1.7565, -2.0436, 0.9827]]
}

---

{
  "formula": "C5H15N2O",
  "method": "wB97M-V/def2-TZVPD",
  "energy_ev": -10449.038,
  "homo_lumo_gap_ev": 10.5774,
  "smiles": "CCNC[C@@H]([NH3+])CO",
  "largest_force_ha_per_bohr": 0.0427,
  "homo_energy_ev": -13.63,
  "multiplicity": 1,
  "charge": 1,
  "elements": ["C", "C", "N", "C", "C", "N", "C", "O", "H", "H", "H", "H", "H", "H", "H", "H", "H", "H", "H", "H", "H", "H", "H"],
  "xyz": [[-1.4827, 2.6635, 1.0733], [-0.5205, 2.0022, 0.0884], [-0.9686, 0.7184, -0.4625], [-0.7035, -0.4437, 0.4202], [0.1915, -1.5303, -0.2617], [0.4569, -1.1372, -1.6850], [1.5295, -1.7519, 0.4518], [2.5898, -1.7438, -0.5208], [-1.1754, 2.7235, 2.1118], [-1.8560, 3.6468, 0.7810], [-2.4412, 2.1213, 1.1356], [-0.4247, 2.6868, -0.7586], [0.4935, 1.8755, 0.4688], [-1.9643, 0.7531, -0.6303], [-1.6054, -0.8777, 0.8471], [-0.1100, -0.1078, 1.2673], [-0.1755, -2.5576, -0.3262], [-0.0336, -1.7859, -2.3035], [0.0935, -0.1686, -1.7872], [1.4644, -1.1656, -1.9063], [1.7603, -0.9540, 1.1680], [1.6075, -2.6381, 1.0852], [3.2746, -2.3289, -0.2564]]
}

---

{
  "formula": "C5H15N2O",
  "method": "wB97M-V/def2-TZVPD",
  "energy_ev": -10449.643,
  "homo_lumo_gap_ev": 8.6363,
  "largest_force_ha_per_bohr": 0.0192,
  "homo_energy_ev": -11.67,
  "multiplicity": 1,
  "charge": 1,
  "elements": ["C", "C", "C", "C", "C", "N", "N", "H", "H", "H", "H", "H", "H", "H", "H", "H", "H", "H", "H", "H", "H", "H", "O"],
  "xyz": [[-0.5707, 0.0989, 2.9666], [-0.4929, 0.1291, 1.4591], [0.0467, 1.4011, 0.8354], [0.2873, 1.3000, -0.6596], [-0.6334, 0.9081, -1.5500], [-0.4993, 1.0347, -2.9191], [0.3940, -1.0324, 1.0169], [0.4345, 0.3296, 3.3433], [-0.8133, -0.8782, 3.3699], [-1.2698, 0.8272, 3.3540], [-1.3976, -0.0785, 0.8999], [0.9672, 1.7452, 1.3083], [-0.6161, 2.2342, 1.0304], [1.1724, 1.7464, -1.0712], [-1.6285, 0.5459, -1.3032], [0.4083, 1.3422, -3.2302], [-0.9351, 0.3521, -3.5134], [0.6265, -0.9822, 0.0253], [-0.1721, -1.8789, 1.0361], [1.2900, -1.0925, 1.4982], [0.6558, -3.2625, -1.8336], [1.9126, -3.0442, -1.0966], [1.0606, -2.6104, -1.2456]]
}

---

{
  "formula": "C5H15N2O",
  "method": "wB97M-V/def2-TZVPD",
  "energy_ev": -10448.674,
  "homo_lumo_gap_ev": 9.4192,
  "smiles": "CN(CC[NH3+])CCO",
  "largest_force_ha_per_bohr": 0.0331,
  "homo_energy_ev": -12.95,
  "multiplicity": 1,
  "charge": 1,
  "elements": ["C", "N", "C", "C", "N", "C", "C", "O", "H", "H", "H", "H", "H", "H", "H", "H", "H", "H", "H", "H", "H", "H", "H"],
  "xyz": [[-2.0446, -0.3500, -0.6532], [-0.6104, -0.3059, -0.3440], [0.1571, -1.2269, -1.1646], [1.4398, -1.5680, -0.3925], [0.9353, -2.2067, 0.9069], [-0.1206, 1.1089, -0.4230], [-0.0932, 1.7077, 0.9735], [0.1709, 3.1049, 0.8759], [-2.2602, -0.1324, -1.7069], [-2.5174, -1.2887, -0.4324], [-2.5295, 0.4122, -0.0449], [0.4509, -0.8704, -2.1551], [-0.4422, -2.1217, -1.3217], [1.9599, -2.3928, -0.8382], [2.0240, -0.6865, -0.1664], [1.5890, -2.7463, 1.4621], [0.1736, -2.8251, 0.6462], [0.5126, -1.5517, 1.5735], [-0.7963, 1.7154, -1.0180], [0.8294, 1.0682, -0.9541], [-1.0986, 1.6184, 1.3818], [0.6654, 1.2480, 1.6069], [1.0283, 3.3320, 1.2417]]
}

---

{
  "formula": "C5H15N2O5S",
  "method": "wB97M-V/def2-TZVPD",
  "energy_ev": -29473.553,
  "homo_lumo_gap_ev": 7.9938,
  "largest_force_ha_per_bohr": 0.0105,
  "homo_energy_ev": -11.92,
  "multiplicity": 1,
  "charge": 1,
  "elements": ["C", "O", "C", "C", "C", "N", "C", "O", "S", "O", "O", "O", "H", "H", "H", "H", "H", "H", "H", "H", "H", "H", "H", "N", "H", "H", "H", "H"],
  "xyz": [[3.5325, 0.8914, 0.4457], [2.9229, 0.3817, -0.7342], [1.6193, 0.8142, -0.9825], [0.5797, -0.2522, -0.6920], [1.0053, -1.6800, -1.0771], [1.8979, -2.3550, -0.1633], [-0.8011, 0.1367, -1.1962], [-1.6787, -0.7439, -0.4501], [-1.1854, -0.6541, 1.0666], [-1.2782, -1.9286, 1.6683], [-1.8584, 0.4541, 1.6996], [0.2917, -0.2348, 0.7796], [3.2160, 1.9184, 0.6419], [3.3007, 0.2721, 1.3173], [4.6070, 0.8795, 0.2810], [1.3749, 1.7090, -0.3984], [1.5336, 1.0766, -2.0431], [1.4594, -1.6167, -2.0721], [0.1033, -2.2839, -1.1869], [2.4667, -1.7260, 0.3816], [1.3964, -2.9698, 0.4607], [-0.9832, 0.0696, -2.2640], [-1.0083, 1.1602, -0.8634], [-4.5890, 1.3469, 1.0749], [-4.6066, 2.2725, 1.5063], [-5.2677, 0.7416, 1.5403], [-4.8231, 1.4234, 0.0847], [-3.6372, 0.9432, 1.1873]]
}

---

{
  "formula": "C5H15N2S",
  "method": "wB97M-V/def2-TZVPD",
  "energy_ev": -19244.053,
  "homo_lumo_gap_ev": 6.7332,
  "largest_force_ha_per_bohr": 0.0388,
  "homo_energy_ev": -2.77,
  "multiplicity": 1,
  "charge": -1,
  "elements": ["C", "N", "C", "N", "H", "H", "H", "H", "H", "H", "H", "H", "C", "C", "C", "S", "H", "H", "H", "H", "H", "H", "H"],
  "xyz": [[0.1927, -0.4422, 2.3934], [-0.1632, 0.7914, 3.1065], [-1.1359, 1.6427, 2.4503], [-0.6613, 2.3161, 1.2156], [1.1698, -0.8014, 2.7421], [-0.5593, -1.2231, 2.5998], [0.2127, -0.2124, 1.3128], [-0.4293, 0.6962, 4.0987], [-1.4123, 2.4775, 3.0707], [-2.0611, 1.1313, 2.1804], [0.2836, 2.7452, 1.2546], [-0.5829, 1.5546, 0.4810], [0.8247, -2.6516, -2.5848], [1.1552, -1.1758, -2.9453], [0.9679, -0.1401, -1.7944], [-0.6776, -0.0418, -0.9579], [1.4221, -2.9788, -1.7186], [1.0251, -3.3645, -3.4025], [-0.2257, -2.7919, -2.2593], [2.1907, -1.1954, -3.3146], [0.5023, -0.9292, -3.7942], [1.2856, 0.8276, -2.2208], [1.7643, -0.4188, -1.0743]]
}

---

{
  "formula": "C5H15N2S",
  "method": "wB97M-V/def2-TZVPD",
  "energy_ev": -19236.154,
  "homo_lumo_gap_ev": 9.3525,
  "largest_force_ha_per_bohr": 0.0709,
  "homo_energy_ev": -13.00,
  "multiplicity": 1,
  "charge": 1,
  "elements": ["C", "C", "C", "C", "C", "N", "N", "S", "H", "H", "H", "H", "H", "H", "H", "H", "H", "H", "H", "H", "H", "H", "H"],
  "xyz": [[0.1356, -0.9810, -1.5929], [-0.4045, -1.4427, 2.1155], [1.4409, 1.8553, 0.6808], [-2.4098, 0.9078, -1.5157], [-0.5885, -0.7933, -0.3020], [0.0090, -1.4203, 0.7172], [1.9862, 0.5053, 0.2962], [-1.9346, 0.1422, 0.0548], [-0.5193, -1.5078, -2.3795], [1.0047, -1.5877, -1.4173], [0.3888, -0.0375, -2.0988], [0.3246, -0.8750, 2.6224], [-1.4821, -1.0274, 2.2012], [-0.5011, -2.3464, 2.6238], [0.4084, 2.1334, 0.2087], [1.1590, 1.9217, 1.7605], [2.1902, 2.6028, 0.5513], [-1.9069, 0.3826, -2.3401], [-1.9663, 1.9148, -1.7264], [-3.5178, 0.8362, -1.5350], [0.8713, -1.9248, 0.5137], [2.6213, 0.1247, 1.0940], [2.6908, 0.6171, -0.5326]]
}

---

{
  "formula": "C5H15N2S",
  "method": "wB97M-V/def2-TZVPD",
  "energy_ev": -19232.384,
  "homo_lumo_gap_ev": 5.1351,
  "largest_force_ha_per_bohr": 0.0363,
  "homo_energy_ev": -13.16,
  "multiplicity": 1,
  "charge": 1,
  "elements": ["C", "N", "C", "C", "S", "C", "N", "C", "H", "H", "H", "H", "H", "H", "H", "H", "H", "H", "H", "H", "H", "H", "H"],
  "xyz": [[1.8523, -1.3973, 0.0654], [-0.5693, 0.5107, 1.6901], [-1.9200, 0.1617, 1.3889], [-2.3732, 0.6306, -0.0132], [-1.5372, -0.5429, -1.1666], [2.1819, 0.1014, 0.2129], [1.0964, 0.9802, -0.0393], [3.2420, 0.5327, -0.8823], [2.7445, -1.9941, 0.2476], [1.5131, -1.5575, -0.9615], [1.0749, -1.7734, 0.7342], [-2.0906, -0.9196, 1.4285], [-2.5747, 0.6255, 2.1415], [-3.4283, 0.4859, -0.2235], [-2.0796, 1.6466, -0.2600], [-2.3111, -0.3413, -2.2494], [2.5757, 0.2385, 1.2211], [-0.2163, -0.2190, 2.3120], [0.6800, 0.6867, -0.9390], [0.1642, 0.6656, 0.8268], [2.8083, 0.2801, -1.8487], [4.1773, 0.0081, -0.7146], [3.3326, 1.6133, -0.7950]]
}